Record 1
Entry from OMol25: a structure of composition CH3F3Si at a distorted geometry (ωB97M-V with the def2-TZVPD basis set).

Each line ends with the natural charge from an NBO analysis.
Positions of all 8 atoms, in Å:
C (-0.841025, 0.477016, 0.002508)  0.737
F (-1.575524, -0.485075, -1.224003)  -0.510
F (-1.115174, 1.673996, -0.285831)  -0.279
F (-1.529928, 0.186173, 1.147025)  -0.328
Si (1.006937, -0.339902, -0.027703)  0.776
H (1.996923, 0.658150, -0.327074)  -0.147
H (0.973476, -0.611139, 1.518477)  -0.132
H (1.084314, -1.559218, -0.803399)  -0.117

Cartesian forces (eV/Å) of the 6 atoms listed first:
-0.90 -4.32 -0.77
1.47 2.23 2.80
-0.20 1.68 -0.93
0.75 -0.10 -1.53
-1.80 0.14 2.50
0.36 0.49 -0.33

Its charge is 0. For the lowest unoccupied orbital energy, the calculation gives 0.7 eV.



Record 2
Entry from OMol25: a structure of composition CH3F6N3O13S6V at a distorted geometry (ωB97M-V with the def2-TZVPD basis set).

Each line ends with the natural charge from an NBO analysis.
Positions of all 33 atoms, in Å:
V (20.796360, 11.179086, 23.509836)  1.707
N (21.125725, 13.081138, 23.940735)  -1.167
S (21.611740, 14.445310, 23.283469)  2.390
O (23.006248, 14.778803, 23.277629)  -0.816
O (20.572921, 15.420255, 23.099860)  -0.831
F (21.509722, 13.775662, 21.810470)  -0.522
S (21.144837, 13.892772, 25.461725)  2.372
O (20.284580, 14.984469, 25.709435)  -0.829
O (22.424654, 13.955213, 26.108670)  -0.840
F (20.369817, 12.702302, 26.174629)  -0.484
N (22.228439, 10.363920, 22.426408)  -1.194
S (23.635215, 10.864336, 21.548704)  2.385
O (23.457416, 11.382491, 20.224450)  -0.811
O (24.793114, 10.181554, 22.040586)  -0.819
F (23.679062, 12.262616, 22.327925)  -0.495
S (22.071430, 9.111172, 21.516014)  2.427
O (23.028737, 8.054708, 21.714019)  -0.856
O (21.528482, 9.265595, 20.201203)  -0.854
F (20.824815, 8.563374, 22.358010)  -0.496
N (20.564392, 10.085957, 25.178723)  -1.166
S (19.319562, 9.615778, 26.321040)  2.373
O (19.082805, 10.502986, 27.416393)  -0.826
O (18.958091, 8.234009, 26.449107)  -0.820
F (18.177336, 10.065474, 25.265177)  -0.507
S (21.709848, 9.473421, 26.138850)  2.409
O (21.863921, 8.045760, 26.162418)  -0.848
O (22.018638, 10.118862, 27.383567)  -0.857
F (22.873894, 10.069553, 25.206305)  -0.494
C (17.773701, 10.930241, 22.127518)  -0.230
O (19.140539, 11.074472, 22.315654)  -0.803
H (17.404976, 10.963849, 21.099708)  0.178
H (17.222731, 11.749688, 22.607379)  0.156
H (17.315613, 10.057133, 22.602804)  0.166

Cartesian forces (eV/Å) of the 6 atoms listed first:
-4.45 -0.19 -2.66
0.61 2.89 3.82
0.59 1.37 -9.91
-1.15 -0.01 1.75
0.99 -0.19 1.56
0.14 -0.31 -0.07

As for the expectation value of S²: 2.0153. The spin multiplicity is 3. Its charge is -1. For the lowest unoccupied orbital energy (alpha / beta), the calculation gives 0.0 / 0.5 eV.



Record 3
Entry from OMol25: a cluster of 2 separate species, CH3FIN in total at a distorted geometry (ωB97M-V with the def2-TZVPD basis set).

Each line ends with the natural charge from an NBO analysis.
Positions of all 7 atoms, in Å:
C (-0.712939, 1.247321, -0.010575)  0.090
N (0.528893, -1.500693, 0.065179)  -1.056
F (-1.498706, 1.466091, 1.021660)  -0.332
I (0.643073, 2.595612, -0.444552)  0.229
H (-0.073366, -1.773378, -0.595282)  0.348
H (1.017371, -1.200698, -0.723496)  0.357
H (0.095674, -0.834254, 0.687066)  0.364

Cartesian forces (eV/Å) of the 6 atoms listed first:
-2.61 -2.58 0.08
1.99 -0.88 2.87
0.80 0.81 -0.13
1.62 2.14 -0.02
-5.01 -2.33 -1.76
2.89 2.49 -0.32

Its charge is 0. For the lowest unoccupied orbital energy, the calculation gives -0.9 eV.



Record 4
Entry from OMol25: a structure of composition CH3FIN at a distorted geometry (ωB97M-V with the def2-TZVPD basis set).

Each line ends with the natural charge from an NBO analysis.
Positions of all 7 atoms, in Å:
C (-0.304602, -0.051035, 0.016730)  -0.464
N (-1.668939, 0.108659, -0.414920)  -0.180
F (-1.951211, -1.466485, -0.628154)  -0.359
I (-2.119692, 0.894715, -2.233877)  0.353
H (-0.292491, -0.897599, 0.618923)  0.242
H (0.455197, -0.193502, -0.638911)  0.192
H (-0.022625, 0.671346, 0.675197)  0.216

Cartesian forces (eV/Å) of the 6 atoms listed first:
-1.68 -0.30 -0.01
-0.59 -2.97 0.12
-0.09 2.45 -0.05
0.36 -0.02 -0.02
-0.31 -1.71 1.11
1.92 -0.25 -2.78

Its charge is 0. For the lowest unoccupied orbital energy, the calculation gives -0.5 eV.



Record 5
Entry from OMol25: a cluster of 2 separate species, CH3FINS in total at a distorted geometry (ωB97M-V with the def2-TZVPD basis set).

Each line ends with the natural charge from an NBO analysis.
Positions of all 8 atoms, in Å:
C (0.753935, -0.436861, -0.200313)  -0.467
N (0.235966, 0.865560, 0.142116)  -0.074
F (0.279066, 1.005452, 1.442664)  -0.166
S (-0.769302, 1.819297, -0.696870)  0.455
I (-3.186714, -1.051501, 0.201999)  -0.508
H (0.583778, -0.708425, -1.295108)  0.259
H (1.869592, -0.443803, -0.150018)  0.236
H (0.233680, -1.049722, 0.555532)  0.265

Cartesian forces (eV/Å) of the 6 atoms listed first:
0.69 -0.42 -1.42
-1.01 1.39 -3.82
0.07 0.48 2.43
0.51 -2.20 1.37
0.69 0.82 -0.28
-0.55 0.50 1.70

Its charge is 0. For the lowest unoccupied orbital energy (alpha / beta), the calculation gives -3.5 / -3.6 eV.



Record 6
Entry from OMol25: a cluster of 2 separate species, CH3FN2 in total at a distorted geometry (ωB97M-V with the def2-TZVPD basis set).

Each line ends with the natural charge from an NBO analysis.
Positions of all 7 atoms, in Å:
C (-0.432406, 0.378868, 0.059671)  0.478
N (0.641115, 0.735432, -0.120184)  -0.433
N (-1.634899, -0.120460, 0.233110)  -0.833
F (2.960746, -0.009710, 0.331757)  -0.603
H (2.226398, 0.243381, -0.223174)  0.563
H (-1.694270, -1.170697, 0.435473)  0.422
H (-2.066685, -0.056813, -0.716651)  0.406

Cartesian forces (eV/Å) of the 6 atoms listed first:
1.68 -0.47 0.15
-0.21 0.65 -0.24
-2.57 -2.32 -1.44
0.17 -0.15 -0.54
0.49 0.04 0.83
0.65 2.07 0.11

As for the SMILES: N#CN.F. Its charge is 0. For the lowest unoccupied orbital energy, the calculation gives 0.2 eV.



Record 7
Entry from OMol25: a cluster of 2 separate species, CH3FN2O2 in total at a distorted geometry (ωB97M-V with the def2-TZVPD basis set).

Each line ends with the natural charge from an NBO analysis.
Positions of all 9 atoms, in Å:
C (-1.683389, -0.559241, 0.524422)  0.851
N (-2.202021, 0.334876, 0.020339)  -0.750
N (0.945101, 0.189928, -0.329256)  0.079
O (-0.881022, -1.268894, 0.926471)  -0.513
O (2.062268, -0.231170, -0.963472)  -0.488
F (1.446522, 0.499534, 1.027569)  -0.431
H (0.858205, 1.175008, -0.437862)  0.352
H (-2.949856, 0.880182, -0.099251)  0.417
H (2.404196, -1.020224, -0.668959)  0.483

Cartesian forces (eV/Å) of the 6 atoms listed first:
1.85 -1.03 0.95
-0.03 1.74 -1.87
-0.73 -2.28 -9.35
1.04 -2.81 1.34
-2.19 2.92 -2.66
3.36 1.48 10.78

As for the expectation value of S²: 2.0081. The spin multiplicity is 3. Its charge is 0. For the lowest unoccupied orbital energy (alpha / beta), the calculation gives 0.8 / -2.0 eV.



Record 8
Entry from OMol25: a structure of composition CH3FNOPS at a distorted geometry (ωB97M-V with the def2-TZVPD basis set).

Each line ends with the natural charge from an NBO analysis.
Positions of all 9 atoms, in Å:
C (0.110164, 0.190255, -0.048129)  0.344
N (-0.473722, 1.169157, -0.563512)  -0.698
O (-0.607397, -0.856558, 0.449605)  -0.660
F (-2.736025, 0.233230, 1.303366)  -0.487
P (1.953002, -0.214429, 0.376857)  0.233
S (-2.162262, -0.635212, -0.034820)  0.876
H (0.183949, 2.008786, -0.684543)  0.372
H (1.600004, -1.668282, 0.229486)  0.021
H (2.132286, -0.226943, -1.028313)  -0.001

Cartesian forces (eV/Å) of the 6 atoms listed first:
2.44 0.78 1.02
2.03 2.25 0.11
-1.67 -0.04 -0.88
0.71 -0.84 -1.61
-1.67 -1.32 -1.25
-1.96 -0.71 2.22

Its charge is 0. For the lowest unoccupied orbital energy, the calculation gives 0.2 eV.